Density functional theory data (ωB97M-V/def2-TZVPD) for a 2-piece molecular cluster, C7H21N2OPSi overall at a distorted geometry.

Each line ends with the natural charge from an NBO analysis.
Cartesian coordinates (Å):
C (-3.280, -0.959, 1.515)  -0.4338
C (-1.892, -2.537, 0.194)  -0.4261
C (1.882, -0.130, 1.777)  -0.4243
C (1.381, -2.483, 1.607)  -0.4187
C (-0.777, 2.485, -2.798)  -1.0897
C (0.793, 2.848, -0.390)  -1.1594
C (1.924, 0.814, -2.210)  -1.1416
N (-1.962, -1.543, 1.334)  -0.7615
N (0.815, -1.081, 1.586)  -0.7806
O (-0.620, 0.213, -0.866)  -1.3141
Si (0.239, 1.389, -1.518)  1.8758
P (-0.690, -0.453, 1.641)  1.4739
H (-3.350, -0.019, 2.223)  0.2284
H (-3.651, -0.519, 0.555)  0.2098
H (-3.919, -1.772, 1.893)  0.2103
H (-1.794, -3.614, 0.654)  0.2053
H (-2.769, -2.179, -0.394)  0.2290
H (-0.979, -2.261, -0.308)  0.2376
H (1.421, 0.809, 1.667)  0.2336
H (2.573, -0.330, 2.683)  0.2021
H (2.591, -0.011, 0.967)  0.2202
H (0.687, -3.264, 1.464)  0.2145
H (2.154, -2.642, 0.754)  0.2124
H (2.031, -2.703, 2.493)  0.2105
H (-0.339, 2.147, -3.681)  0.2086
H (-1.827, 2.341, -2.778)  0.2253
H (-0.511, 3.586, -2.589)  0.2190
H (0.515, 2.915, 0.644)  0.2127
H (1.841, 3.011, -0.319)  0.2155
H (0.665, 3.860, -0.757)  0.2283
H (2.764, 1.342, -1.768)  0.2232
H (2.138, -0.255, -1.968)  0.2247
H (1.945, 0.996, -3.303)  0.2288

Atoms 1-2, force components in eV/Å:
-0.9020 1.8728 0.6280
-0.0098 0.1454 2.1309

Values from the calculation:
Gap between HOMO and LUMO: 7.849 eV
Energy: -1094.838158 Eh
Net charge: 0
Multiplicity: 1